Molecular formula: C5H10O2
Method: DFT, ωB97M-V/def2-TZVPD

Properties
- frontier orbital gap (eV) = 10.64
- structure (SMILES) = CO[C@H]1CO[C@H]1C
- E (eV) = -9440.5286
- LUMO (eV) = 1.0
- net charge = 0

Each line ends with the Löwdin charge.
CARTESIAN COORDINATES (ANGSTROEM)
C: -1.818 -0.476 1.467  -0.099
O: -0.560 -0.554 0.843  -0.151
C: -0.417 0.352 -0.213  -0.284
C: 0.397 1.629 0.056  -0.112
O: 1.326 1.297 -0.986  -0.082
C: 0.716 0.007 -1.193  -0.315
C: 1.597 -1.156 -0.794  -0.031
H: -2.032 0.536 1.840  0.094
H: -2.617 -0.766 0.769  0.091
H: -1.809 -1.170 2.310  0.091
H: -1.382 0.537 -0.704  0.151
H: 0.869 1.629 1.047  0.127
H: -0.097 2.593 -0.120  0.118
H: 0.391 -0.097 -2.237  0.144
H: 1.045 -2.094 -0.917  0.087
H: 2.491 -1.187 -1.425  0.084
H: 1.900 -1.079 0.254  0.087

***

Molecular formula: C17H19ClN2O3S2
Method: DFT, ωB97M-V/def2-TZVPD

Properties
- frontier orbital gap (eV) = 9.12
- structure (SMILES) = CC(=O)Nc1ccc(S(=O)(=O)NCCSCc2cccc(Cl)c2)cc1
- E (eV) = -61253.6380
- LUMO (eV) = 0.5
- net charge = 0

Each line ends with the Löwdin charge.
CARTESIAN COORDINATES (ANGSTROEM)
C: -5.106 -1.825 0.196  0.001
C: -3.700 -1.940 -0.346  -0.527
O: -3.444 -2.305 -1.469  0.067
N: -2.760 -1.580 0.584  0.108
C: -1.377 -1.528 0.454  -0.221
C: -0.708 -2.059 -0.649  0.012
C: 0.672 -2.013 -0.699  -0.049
C: 1.382 -1.428 0.332  -0.296
S: 3.170 -1.433 0.264  0.637
O: 3.627 -2.779 0.089  -0.285
O: 3.695 -0.666 1.351  -0.300
N: 3.560 -0.664 -1.177  -0.138
C: 2.951 0.616 -1.463  -0.289
C: 3.432 1.662 -0.458  -0.457
S: 2.222 2.056 0.832  0.903
C: 1.083 3.188 -0.093  -0.388
C: -0.168 2.491 -0.510  -0.297
C: -0.346 2.018 -1.804  -0.050
C: -1.510 1.358 -2.160  -0.056
C: -2.525 1.173 -1.238  -0.107
C: -2.342 1.649 0.049  -0.655
Cl: -3.604 1.463 1.219  0.717
C: -1.178 2.292 0.425  -0.077
C: 0.734 -0.885 1.424  -0.077
C: -0.644 -0.938 1.487  -0.011
H: -5.304 -0.803 0.512  0.053
H: -5.231 -2.485 1.052  0.088
H: -5.814 -2.107 -0.578  0.087
H: -3.114 -1.212 1.458  0.110
H: -1.273 -2.510 -1.447  0.104
H: 1.203 -2.451 -1.530  0.119
H: 3.494 -1.331 -1.930  0.102
H: 3.257 0.907 -2.472  0.125
H: 1.852 0.549 -1.440  0.085
H: 3.704 2.596 -0.947  0.074
H: 4.292 1.270 0.082  0.066
H: 0.860 3.994 0.604  0.076
H: 1.634 3.582 -0.944  0.081
H: 0.423 2.183 -2.545  0.113
H: -1.638 0.991 -3.166  0.112
H: -3.436 0.671 -1.518  0.106
H: -1.050 2.647 1.436  0.118
H: 1.322 -0.433 2.206  0.100
H: -1.161 -0.527 2.342  0.116

***

Molecular formula: C24H31Br33NO3
Method: DFT, ωB97M-V/def2-TZVPD

Properties
- frontier orbital gap (eV) = 7.35
- E (eV) = -2344413.3158
- LUMO (eV) = -4.0
- net charge = +1

Each line ends with the Löwdin charge.
CARTESIAN COORDINATES (ANGSTROEM)
C: 5.822 -0.227 0.338  0.008
C: 5.153 1.178 0.113  -0.471
O: 4.668 1.700 1.087  0.093
O: 5.065 1.795 -1.135  -0.054
C: 3.713 1.699 -1.668  -0.141
C: 3.245 0.196 -1.631  -0.167
C: 2.029 -0.103 -2.636  -0.098
C: 1.227 -1.285 -1.967  -0.081
C: 2.029 -2.426 -1.471  0.044
C: 1.350 -3.519 -0.801  -0.059
N: -0.012 -3.460 -0.646  0.079
C: -0.809 -2.433 -1.094  0.044
C: -0.236 -1.286 -1.779  -0.105
C: -1.051 -0.057 -2.278  -0.117
C: -1.019 1.009 -1.073  -0.132
C: -2.416 1.157 -0.354  -0.278
O: -2.905 2.469 -0.641  -0.148
H: 5.007 -0.973 0.574  0.080
H: 6.534 -0.238 1.195  0.096
H: 6.285 -0.600 -0.621  0.089
H: 3.758 2.057 -2.735  0.127
H: 2.979 2.294 -1.061  0.140
H: 4.059 -0.533 -1.893  0.118
H: 2.817 -0.002 -0.605  0.114
H: 2.394 -0.375 -3.661  0.140
H: 1.357 0.796 -2.724  0.107
H: 3.137 -2.469 -1.564  0.123
H: 1.990 -4.372 -0.418  -0.051
H: -0.465 -4.227 -0.145  0.157
H: -1.910 -2.456 -0.923  0.155
H: -2.099 -0.375 -2.513  0.122
H: -0.559 0.392 -3.177  0.112
H: -0.289 0.615 -0.309  0.071
H: -0.611 1.974 -1.460  0.123
H: -3.090 0.328 -0.702  0.123
H: -2.245 1.004 0.737  0.000
H: -3.828 2.505 -0.313  -0.021
C: 2.627 1.193 3.575  -1.621
Br: 1.125 1.133 2.355  0.548
Br: 2.149 2.011 5.259  0.600
Br: 3.416 -0.556 3.822  0.565
H: 3.384 1.822 3.116  -0.050
C: 2.449 -7.503 0.783  -1.565
Br: 0.526 -7.377 0.963  0.613
Br: 3.010 -9.269 0.251  0.630
Br: 3.136 -6.135 -0.406  0.702
H: 2.874 -7.315 1.764  -0.016
C: -0.970 -10.079 3.267  -1.638
Br: -2.476 -9.598 4.378  0.540
Br: 0.640 -10.349 4.310  0.560
Br: -1.361 -11.604 2.144  0.574
H: -0.785 -9.238 2.607  -0.115
C: -3.748 5.795 -1.282  -1.612
Br: -5.516 5.480 -0.558  0.524
Br: -3.522 4.962 -3.013  0.580
Br: -3.320 7.681 -1.332  0.571
H: -3.039 5.325 -0.607  -0.038
C: -3.908 2.795 2.768  -1.556
Br: -5.378 2.729 1.507  0.588
Br: -4.421 3.606 4.444  0.615
Br: -3.113 1.048 3.030  0.624
H: -3.148 3.432 2.327  -0.017
C: 6.932 4.000 -3.644  -1.625
Br: 7.837 5.401 -2.669  0.587
Br: 5.288 4.630 -4.449  0.558
Br: 8.094 3.164 -4.946  0.547
H: 6.659 3.236 -2.922  -0.054
C: -9.557 3.781 0.684  -1.610
Br: -8.527 5.148 1.584  0.548
Br: -11.225 4.472 -0.003  0.589
Br: -8.521 2.897 -0.693  0.542
H: -9.805 3.029 1.427  -0.026
C: -6.056 -7.610 3.165  -1.600
Br: -6.033 -5.856 3.981  0.526
Br: -4.555 -7.863 1.969  0.521
Br: -6.169 -9.017 4.487  0.568
H: -6.956 -7.668 2.562  -0.026
C: -1.026 10.938 -0.790  -1.641
Br: -2.883 11.325 -1.168  0.544
Br: -0.013 10.633 -2.409  0.560
Br: -0.220 12.303 0.317  0.573
H: -1.003 10.013 -0.222  -0.042
C: -7.847 -2.580 6.011  -1.614
Br: -7.873 -1.310 7.468  0.578
Br: -6.115 -2.641 5.145  0.519
Br: -8.431 -4.333 6.577  0.565
H: -8.559 -2.230 5.271  -0.027
C: 10.857 0.838 -6.435  -1.638
Br: 10.735 2.663 -7.066  0.539
Br: 11.692 -0.318 -7.741  0.574
Br: 11.733 0.732 -4.715  0.560
H: 9.841 0.481 -6.298  -0.038

***

Molecular formula: C3H4INO
Method: DFT, ωB97M-V/def2-TZVPD

Properties
- frontier orbital gap (eV) = 6.61
- E (eV) = -14810.4170
- LUMO (eV) = -3.1
- net charge = 0

Each line ends with the Löwdin charge.
CARTESIAN COORDINATES (ANGSTROEM)
C: 0.230 -1.112 0.035  -0.567
C: -1.100 -0.288 0.009  -0.027
C: -0.252 0.941 0.001  -0.184
N: 0.856 0.016 0.045  -0.039
O: 0.370 -2.312 0.095  0.094
I: 3.518 0.656 -0.179  0.249
H: -1.607 -0.578 -0.829  0.086
H: -1.779 -0.417 0.964  0.172
H: -0.082 1.572 -0.957  0.149
H: -0.154 1.523 0.815  0.068